Entry 1:
{"formula": "C22H26F17N3O6PS3", "method": "wB97M-V/def2-TZVPD", "homo_lumo_gap_ev": 5.88, "charge": 1, "homo_energy_ev": -11.280, "e_above_lowest_ev": 1.083, "lumo_energy_ev": -5.40, "symbols": ["C", "C", "S", "C", "C", "C", "C", "P", "O", "O", "S", "C", "C", "C", "C", "S", "N", "N", "C", "O", "N", "C", "O", "F", "H", "H", "H", "H", "H", "H", "H", "H", "H", "H", "H", "H", "H", "H", "H", "H", "H", "H", "C", "C", "C", "F", "F", "F", "F", "O", "C", "C", "F", "F", "F", "F", "H", "H", "H", "H", "C", "C", "C", "F", "F", "F", "F", "O", "C", "C", "F", "F", "F", "F", "H", "H", "H", "H"], "coordinates": [[-2.061, -0.171, 4.227], [-1.763, -1.197, 5.336], [-0.636, -2.548, 4.875], [0.903, -1.707, 4.309], [0.870, -1.693, 2.787], [0.544, -0.495, 2.148], [0.461, -0.545, 0.748], [0.033, 0.992, -0.148], [0.803, 1.111, -1.557], [0.670, 2.167, 0.806], [-1.862, 1.223, -0.229], [0.724, -1.843, 0.161], [0.622, -2.019, -1.356], [-0.111, -3.378, -1.632], [-1.553, -3.433, -1.099], [-2.604, -2.199, -1.919], [1.077, -2.913, 0.805], [1.144, -2.816, 2.136], [1.534, -4.063, 2.824], [0.748, -4.914, 3.043], [2.900, -4.177, 3.207], [3.705, -3.062, 2.875], [4.149, -2.283, 3.648], [3.961, -2.933, 1.580], [-2.216, -0.690, 3.281], [-1.261, 0.567, 4.155], [-2.989, 0.338, 4.488], [-1.413, -0.720, 6.252], [-2.696, -1.702, 5.589], [0.853, -0.692, 4.695], [1.786, -2.207, 4.697], [0.358, 0.419, 2.691], [1.673, 0.680, -1.566], [1.569, 1.884, 1.039], [0.012, -1.244, -1.814], [1.615, -2.096, -1.789], [-0.211, -3.459, -2.718], [0.466, -4.219, -1.259], [-1.590, -3.363, -0.010], [-1.947, -4.418, -1.356], [-3.436, -1.828, -0.922], [2.976, -4.355, 4.203], [-4.203, 4.388, 0.394], [-5.119, 3.454, 1.217], [-6.638, 3.631, 1.105], [-7.051, 4.835, 1.526], [-7.243, 2.702, 1.884], [-4.733, 3.476, 2.511], [-4.871, 2.191, 0.759], [-3.587, 5.506, 1.034], [-4.203, 6.745, 1.141], [-4.447, 7.143, 2.600], [-5.213, 6.238, 3.235], [-5.086, 8.331, 2.635], [-5.316, 6.814, 0.394], [-3.340, 7.646, 0.631], [-3.352, 3.761, 0.130], [-4.661, 4.670, -0.554], [-6.967, 3.481, 0.073], [-3.497, 7.228, 3.131], [4.980, 0.114, -5.148], [3.967, -0.081, -3.999], [4.332, -1.022, -2.849], [4.505, -2.289, -3.230], [3.289, -1.021, -1.951], [2.764, -0.420, -4.505], [3.812, 1.142, -3.410], [4.789, -0.600, -6.365], [5.284, -1.881, -6.570], [4.163, -2.899, -6.800], [3.310, -2.935, -5.755], [4.701, -4.128, -6.938], [6.122, -2.252, -5.583], [6.012, -1.839, -7.697], [4.845, 1.153, -5.449], [6.010, 0.046, -4.797], [5.232, -0.683, -2.330], [3.602, -2.646, -7.701]]}

---

Entry 2:
{"formula": "C22H26F29NO5PS2", "method": "wB97M-V/def2-TZVPD", "homo_lumo_gap_ev": 8.61, "charge": 1, "homo_energy_ev": -13.250, "lumo_energy_ev": -4.64, "symbols": ["C", "C", "C", "C", "C", "S", "P", "N", "S", "O", "O", "C", "F", "F", "C", "F", "F", "F", "H", "H", "H", "H", "H", "H", "H", "H", "H", "H", "H", "H", "H", "H", "C", "C", "C", "F", "F", "F", "F", "O", "C", "C", "F", "F", "F", "F", "H", "H", "H", "H", "C", "C", "C", "F", "F", "F", "F", "O", "C", "C", "F", "F", "F", "F", "H", "H", "H", "H", "C", "C", "C", "F", "F", "F", "F", "O", "C", "C", "F", "F", "F", "F", "H", "H", "H", "H"], "coordinates": [[-5.052, -0.036, -1.479], [-4.196, 0.719, -0.436], [-2.794, 1.071, -0.963], [-1.904, -0.163, -1.064], [-0.486, 0.064, -1.575], [0.455, 1.485, -0.910], [-0.395, 3.482, -1.608], [0.754, 4.496, -1.686], [0.132, 1.576, 1.217], [-0.152, 2.950, 1.493], [-0.723, 0.516, 1.641], [1.880, 1.234, 1.814], [1.985, 1.762, 3.022], [2.693, 1.864, 0.953], [2.236, -0.278, 1.810], [3.493, -0.413, 2.187], [1.453, -0.972, 2.605], [2.100, -0.726, 0.552], [-5.999, 0.481, -1.655], [-5.300, -1.044, -1.133], [-4.526, -0.152, -2.433], [-4.062, 0.069, 0.438], [-4.703, 1.619, -0.090], [-2.356, 1.801, -0.266], [-2.918, 1.556, -1.941], [-1.904, -0.689, -0.107], [-2.360, -0.851, -1.789], [0.146, -0.803, -1.352], [-0.422, 0.212, -2.660], [-1.071, 3.085, -2.775], [-1.360, 3.747, -0.637], [1.009, 4.784, -2.626], [7.430, -0.957, 5.373], [7.671, 0.199, 4.388], [7.033, 0.108, 2.998], [7.527, -0.928, 2.296], [7.308, 1.244, 2.317], [8.988, 0.439, 4.263], [7.092, 1.299, 4.957], [8.466, -1.906, 5.515], [8.520, -3.055, 4.775], [9.822, -3.134, 3.969], [9.889, -2.107, 3.100], [9.826, -4.289, 3.270], [7.443, -3.208, 3.983], [8.533, -4.096, 5.634], [7.380, -0.471, 6.347], [6.462, -1.431, 5.207], [5.947, 0.009, 3.076], [10.683, -3.104, 4.639], [3.894, -3.098, -4.500], [4.637, -2.160, -5.466], [4.640, -0.661, -5.147], [3.386, -0.154, -5.182], [5.377, -0.018, -6.072], [4.208, -2.360, -6.726], [5.948, -2.525, -5.400], [2.610, -3.546, -4.903], [1.452, -2.905, -4.608], [0.688, -2.508, -5.876], [1.417, -1.646, -6.603], [-0.458, -1.886, -5.497], [1.621, -1.826, -3.809], [0.657, -3.763, -3.926], [4.492, -4.007, -4.487], [3.893, -2.708, -3.481], [5.074, -0.479, -4.160], [0.450, -3.391, -6.472], [-8.318, 1.095, 2.361], [-7.559, 2.066, 1.443], [-7.818, 3.568, 1.594], [-9.084, 3.875, 1.275], [-6.994, 4.224, 0.739], [-7.710, 1.704, 0.151], [-6.229, 1.916, 1.747], [-9.432, 0.431, 1.807], [-10.707, 0.927, 1.905], [-11.321, 1.142, 0.516], [-10.594, 2.044, -0.173], [-12.572, 1.618, 0.666], [-10.765, 2.042, 2.648], [-11.461, -0.008, 2.521], [-7.604, 0.294, 2.555], [-8.546, 1.552, 3.324], [-7.602, 3.899, 2.613], [-11.347, 0.199, -0.033]]}

---

Entry 3:
{"formula": "C22H26F2NO6S", "method": "wB97M-V/def2-TZVPD", "homo_lumo_gap_ev": 7.92, "charge": -1, "homo_energy_ev": -5.127, "lumo_energy_ev": 2.80, "symbols": ["C", "C", "O", "C", "C", "C", "C", "C", "C", "C", "C", "C", "O", "O", "C", "C", "O", "H", "H", "H", "H", "H", "H", "H", "H", "H", "H", "H", "H", "H", "H", "H", "H", "H", "H", "H", "H", "H", "F", "C", "F", "S", "N", "C", "O", "C", "C", "C", "C", "C", "C", "C", "O", "H", "H", "H", "H", "H"], "coordinates": [[2.900, -1.395, -2.589], [1.558, -1.427, -1.911], [1.501, -0.149, -1.164], [0.311, 0.205, -0.635], [-0.032, 1.748, -0.259], [-1.620, 1.850, -0.399], [-2.082, 1.584, -1.849], [-3.577, 1.860, -2.068], [-4.447, 0.996, -1.153], [-3.984, 1.092, 0.307], [-2.467, 0.893, 0.454], [0.771, 2.681, -1.233], [0.251, 3.658, -1.772], [2.072, 2.290, -1.458], [2.878, 3.472, -1.631], [4.338, 3.140, -1.574], [-0.564, -0.643, -0.561], [3.061, -2.306, -3.167], [2.927, -0.543, -3.279], [3.688, -1.321, -1.833], [0.730, -1.468, -2.629], [1.468, -2.242, -1.191], [-1.907, 2.878, -0.110], [-1.477, 2.168, -2.556], [-1.909, 0.517, -2.055], [-3.763, 2.922, -1.849], [-3.823, 1.720, -3.133], [-5.485, 1.334, -1.241], [-4.417, -0.051, -1.488], [-4.247, 2.092, 0.682], [-4.529, 0.363, 0.928], [-2.273, -0.130, 0.113], [-2.189, 0.893, 1.514], [2.600, 3.944, -2.585], [2.599, 4.123, -0.794], [4.841, 4.030, -1.953], [4.659, 2.981, -0.538], [4.618, 2.284, -2.196], [3.312, 2.336, 1.336], [2.045, 1.768, 1.436], [1.738, 1.453, 2.710], [0.634, 2.967, 0.900], [0.511, -1.242, 2.022], [-0.588, -1.509, 2.801], [-1.519, -0.747, 3.098], [-0.487, -2.964, 3.143], [0.550, -3.479, 2.397], [0.715, -4.848, 2.196], [-0.164, -5.721, 2.883], [-1.172, -5.197, 3.729], [-1.352, -3.802, 3.848], [1.229, -2.341, 1.696], [2.215, -2.392, 0.938], [1.904, 0.899, 0.744], [1.480, -5.177, 1.499], [-0.070, -6.797, 2.733], [-1.828, -5.889, 4.278], [-2.134, -3.357, 4.465]]}

---

Entry 4:
{"formula": "C22H26FNO4S", "method": "wB97M-V/def2-TZVPD", "homo_lumo_gap_ev": 5.29, "homo_energy_ev": -6.307, "e_above_lowest_ev": 3.569, "lumo_energy_ev": -1.01, "symbols": ["C", "C", "C", "N", "C", "C", "C", "C", "C", "C", "C", "C", "C", "H", "H", "H", "H", "H", "H", "H", "H", "H", "H", "H", "H", "H", "H", "H", "H", "C", "C", "O", "C", "C", "F", "S", "C", "C", "C", "C", "C", "C", "O", "O", "O", "H", "H", "H", "H", "H", "H", "H", "H", "H", "H"], "coordinates": [[4.556, 0.177, 0.261], [3.731, 0.798, -0.871], [2.316, 0.259, -0.971], [1.656, 0.168, 0.333], [0.229, -0.062, 0.257], [-0.316, -0.339, 1.649], [-0.037, 0.720, 2.522], [-0.596, 0.719, 3.798], [-1.385, -0.359, 4.215], [-1.583, -1.445, 3.357], [-1.079, -1.426, 2.046], [2.385, -0.829, 1.152], [3.753, -0.254, 1.498], [5.096, -0.695, -0.129], [5.304, 0.906, 0.580], [3.673, 1.890, -0.773], [4.213, 0.584, -1.833], [1.765, 0.940, -1.615], [2.356, -0.750, -1.442], [0.173, -0.821, -0.834], [0.596, 1.531, 2.166], [-0.420, 1.582, 4.440], [-1.859, -0.358, 5.203], [-2.168, -2.314, 3.676], [-1.228, -2.239, 1.328], [1.849, -1.046, 2.079], [2.480, -1.796, 0.616], [4.317, -0.992, 2.087], [3.579, 0.618, 2.147], [0.504, -4.766, -2.954], [-0.552, -3.730, -3.244], [-0.348, -2.666, -2.272], [-1.065, -1.564, -2.530], [-0.581, -0.441, -1.675], [0.079, 0.470, -2.528], [-1.946, 0.551, -0.822], [-2.554, 2.221, -0.488], [-1.797, 3.354, -0.764], [-2.327, 4.605, -0.436], [-3.593, 4.711, 0.141], [-4.345, 3.562, 0.397], [-3.831, 2.306, 0.068], [-2.669, -0.358, 0.085], [-0.464, 1.135, -0.055], [-1.884, -1.451, -3.420], [0.392, -5.617, -3.629], [1.506, -4.352, -3.095], [0.433, -5.127, -1.923], [-0.449, -3.328, -4.258], [-1.560, -4.138, -3.116], [-0.823, 3.258, -1.234], [-1.738, 5.496, -0.643], [-4.007, 5.693, 0.374], [-5.337, 3.621, 0.840], [-4.400, 1.390, 0.241]]}

---

Entry 5:
{"formula": "C22H26GeN3NiO3P", "method": "wB97M-V/def2-TZVPD", "homo_lumo_gap_ev": [6.43, 6.02], "charge": 2, "homo_energy_ev": [-14.533, -14.556], "multiplicity": 3, "e_above_lowest_ev": 1.524, "lumo_energy_ev": [-8.10, -8.54], "s_squared": 2.01, "symbols": ["Ni", "C", "P", "C", "C", "H", "H", "H", "H", "H", "H", "H", "H", "H", "Ge", "C", "C", "C", "C", "C", "C", "C", "C", "C", "C", "C", "C", "H", "H", "H", "H", "H", "H", "H", "H", "H", "H", "H", "O", "N", "O", "O", "N", "C", "N", "C", "C", "C", "C", "C", "C", "H", "H", "H", "H", "H", "H"], "coordinates": [[0.739, 0.675, 0.340], [2.320, 2.927, 2.387], [1.578, 1.287, 2.444], [2.829, 0.187, 3.136], [0.258, 1.387, 3.675], [2.707, 3.170, 3.378], [1.573, 3.668, 2.104], [3.139, 2.949, 1.668], [3.178, 0.580, 4.093], [3.676, 0.115, 2.453], [2.418, -0.809, 3.296], [0.644, 1.814, 4.602], [-0.143, 0.396, 3.889], [-0.541, 2.029, 3.300], [-1.895, -0.096, 0.275], [-2.933, 1.427, 0.355], [-3.466, 1.737, 1.617], [-4.368, 2.782, 1.734], [-4.702, 3.529, 0.613], [-4.155, 3.240, -0.637], [-3.268, 2.193, -0.774], [-1.778, -1.314, -1.122], [-1.849, -0.954, -2.476], [-1.963, -1.944, -3.434], [-2.011, -3.281, -3.048], [-1.932, -3.643, -1.708], [-1.794, -2.663, -0.737], [-1.659, -0.742, 1.645], [-3.200, 1.158, 2.494], [-4.804, 3.018, 2.696], [-5.397, 4.353, 0.711], [-4.429, 3.835, -1.498], [-2.849, 1.970, -1.746], [-1.820, 0.084, -2.781], [-2.024, -1.680, -4.481], [-2.114, -4.050, -3.802], [-1.978, -4.685, -1.424], [-1.731, -2.951, 0.306], [0.902, 4.012, -0.945], [0.845, 2.907, -0.551], [1.724, 1.992, -0.782], [-0.135, 2.454, 0.191], [2.032, -3.203, 0.169], [1.335, -2.191, 0.687], [1.413, -1.103, -0.058], [2.238, -1.439, -1.149], [2.652, -0.678, -2.242], [3.467, -1.305, -3.157], [3.863, -2.648, -3.003], [3.453, -3.405, -1.930], [2.628, -2.763, -1.011], [2.110, -4.123, 0.573], [0.777, -2.281, 1.607], [2.361, 0.355, -2.365], [3.816, -0.751, -4.018], [4.508, -3.094, -3.749], [3.757, -4.436, -1.811]]}

---

Entry 6:
{"formula": "C22H26MnN2O3P", "method": "wB97M-V/def2-TZVPD", "homo_lumo_gap_ev": [7.29, 6.83], "charge": 1, "homo_energy_ev": [-10.684, -10.183], "multiplicity": 2, "lumo_energy_ev": [-3.39, -3.35], "s_squared": 0.80, "symbols": ["Mn", "O", "C", "C", "C", "C", "N", "C", "C", "C", "C", "C", "C", "O", "C", "C", "N", "H", "H", "H", "H", "H", "H", "H", "H", "H", "H", "H", "H", "C", "C", "O", "H", "H", "H", "C", "P", "C", "C", "C", "C", "C", "C", "C", "H", "H", "H", "H", "H", "H", "H", "H", "H", "H", "H"], "coordinates": [[-0.171, 1.356, 0.313], [-0.264, -4.272, -3.809], [-1.229, -4.156, -2.795], [-1.017, -2.870, -2.047], [-2.061, -2.249, -1.351], [-1.802, -1.080, -0.675], [-0.612, -0.469, -0.677], [0.413, -1.049, -1.368], [0.227, -2.269, -2.026], [1.673, -0.324, -1.366], [2.746, -0.646, -2.205], [3.924, 0.070, -2.132], [5.117, -0.292, -2.969], [4.757, -1.225, -3.952], [4.002, 1.130, -1.217], [2.909, 1.407, -0.431], [1.764, 0.713, -0.482], [-0.446, -5.056, -4.338], [-1.148, -4.995, -2.085], [-2.247, -4.165, -3.209], [-3.051, -2.671, -1.355], [-2.588, -0.593, -0.108], [1.034, -2.754, -2.548], [2.676, -1.438, -2.931], [5.885, -0.706, -2.295], [5.529, 0.625, -3.417], [5.520, -1.415, -4.507], [4.903, 1.714, -1.138], [2.940, 2.211, 0.297], [-0.285, 4.493, -0.969], [-0.591, 3.076, -0.580], [-1.729, 2.620, -0.600], [-1.197, 5.035, -1.229], [0.396, 4.497, -1.820], [0.218, 4.978, -0.132], [0.512, 1.238, 4.124], [-0.507, 1.611, 2.644], [-1.375, 3.114, 3.252], [-1.813, 0.333, 2.708], [-1.488, -0.991, 3.000], [-2.462, -1.968, 2.937], [-3.757, -1.643, 2.563], [-4.082, -0.329, 2.263], [-3.114, 0.658, 2.322], [1.090, 0.326, 3.979], [-0.141, 1.133, 4.993], [1.203, 2.067, 4.277], [-1.972, 2.874, 4.133], [-2.014, 3.534, 2.475], [-0.629, 3.863, 3.514], [-0.476, -1.251, 3.276], [-2.207, -2.989, 3.172], [-4.509, -2.415, 2.495], [-5.087, -0.073, 1.965], [-3.365, 1.679, 2.062]]}

---

Entry 7:
{"formula": "C22H26N2O4S", "method": "wB97M-V/def2-TZVPD", "homo_lumo_gap_ev": 9.17, "homo_energy_ev": -8.565, "smiles": "COC(CNC(=O)[C@H](CSCc1ccccc1)N1Cc2ccccc2C1=O)OC", "e_above_lowest_ev": 0.984, "lumo_energy_ev": 0.61, "symbols": ["C", "O", "C", "C", "N", "C", "O", "C", "C", "S", "C", "C", "C", "C", "C", "C", "C", "N", "C", "C", "C", "C", "C", "C", "C", "C", "O", "O", "C", "H", "H", "H", "H", "H", "H", "H", "H", "H", "H", "H", "H", "H", "H", "H", "H", "H", "H", "H", "H", "H", "H", "H", "H", "H", "H"], "coordinates": [[-4.895, -2.515, -2.080], [-4.162, -2.843, -0.918], [-2.993, -2.094, -0.758], [-2.142, -2.811, 0.314], [-1.023, -1.993, 0.714], [-0.044, -1.699, -0.158], [0.115, -2.242, -1.231], [0.881, -0.554, 0.306], [1.551, -0.819, 1.655], [2.793, -2.141, 1.534], [4.308, -1.147, 1.211], [4.169, -0.294, -0.005], [4.079, 1.088, 0.105], [3.904, 1.872, -1.023], [3.812, 1.281, -2.272], [3.901, -0.098, -2.390], [4.079, -0.880, -1.264], [0.131, 0.687, 0.324], [0.226, 1.614, -0.784], [-0.754, 2.678, -0.413], [-1.098, 3.851, -1.054], [-2.068, 4.655, -0.471], [-2.682, 4.295, 0.721], [-2.339, 3.119, 1.367], [-1.367, 2.321, 0.788], [-0.822, 1.027, 1.228], [-1.146, 0.363, 2.205], [-3.248, -0.744, -0.462], [-4.012, -0.511, 0.711], [-4.309, -2.733, -2.979], [-5.177, -1.458, -2.085], [-5.788, -3.136, -2.061], [-2.422, -2.046, -1.698], [-1.775, -3.742, -0.122], [-2.758, -3.034, 1.183], [-1.166, -1.355, 1.494], [1.653, -0.449, -0.463], [2.052, 0.083, 2.007], [0.830, -1.138, 2.405], [4.508, -0.554, 2.104], [5.089, -1.897, 1.089], [4.153, 1.556, 1.077], [3.843, 2.947, -0.925], [3.671, 1.892, -3.151], [3.828, -0.563, -3.361], [4.131, -1.955, -1.350], [1.250, 1.992, -0.885], [-0.047, 1.116, -1.723], [-0.630, 4.136, -1.984], [-2.353, 5.577, -0.956], [-3.436, 4.940, 1.147], [-2.806, 2.822, 2.293], [-3.380, -0.498, 1.603], [-4.792, -1.268, 0.821], [-4.468, 0.470, 0.582]]}